Record 1
Density functional theory data (the ωB97M-V functional and the def2-TZVPD basis) for one molecule with the formula CH2ClNO at a distorted geometry.

Geometry as XYZ:
```
6
Properties=species:S:1:pos:R:3:nbo_charge:R:1
O -0.04927 -0.16373 1.95680 -0.234
N 0.43460 -0.55758 0.95040 0.141
C -0.00779 0.17052 -0.25006 -0.340
Cl -0.11569 -1.03652 -1.58258 -0.060
H 0.80173 0.92080 -0.73467 0.255
H -1.06358 0.66651 -0.33990 0.237
```

Summary:
* frontier orbital gap: 0.34109 Eh
* energy above the lowest of the compared OMol25 structures with the same formula, charge and spin: 3.3092 eV
* calculated total energy: -17126.278 eV
* SMILES: O=NCCl
* E_HOMO: -9.918 eV

***

Record 2
Density functional theory data (the ωB97M-V functional and the def2-TZVPD basis) for an isolated ion of composition C4H10NO2S and charge +1 at a distorted geometry.

Geometry as XYZ:
```
18
Properties=species:S:1:pos:R:3:nbo_charge:R:1
C -1.50526 -0.71080 -0.49329 -0.658
C -0.24315 -0.20626 0.19715 -0.155
C 0.32940 -1.20273 1.19005 -0.651
S -1.12616 1.38725 1.37054 0.510
O 0.23522 2.34709 1.44370 -0.889
C 0.83862 -0.04512 -0.91323 0.727
N 0.86492 1.51017 -1.22929 -0.810
O 1.53161 -0.77548 -1.49043 -0.397
H -2.22802 -1.00936 0.26255 0.248
H -1.96222 0.06218 -1.10700 0.224
H -1.29195 -1.57583 -1.11897 0.244
H 0.68175 -2.08435 0.64849 0.241
H 1.17864 -0.78393 1.73507 0.228
H -0.42920 -1.51648 1.90299 0.245
H 0.61900 2.34795 2.32881 0.516
H 0.90852 2.01281 -0.31479 0.475
H -0.03268 1.77852 -1.65060 0.450
H 1.63129 1.80152 -1.84857 0.452
```

Summary:
* frontier orbital gap: 0.34352 Eh
* energy above the lowest of the compared OMol25 structures with the same formula, charge and spin: 1.8738 eV
* calculated total energy: -20722.140 eV
* SMILES: CC(C)(SO)C([NH3+])=O
* E_HOMO: -13.520 eV
* charge: +1

***

Record 3
Density functional theory data (the ωB97M-V functional and the def2-TZVPD basis) for one molecule with the formula C5H7N at a distorted geometry.

Geometry as XYZ:
```
13
Properties=species:S:1:pos:R:3:nbo_charge:R:1
C -0.85515 0.90497 0.59911 -0.423
C -0.23675 0.76748 -0.73034 -0.227
C -0.91851 -0.47055 0.02314 -0.234
C 0.43140 -1.19257 -0.06778 -0.095
N 1.47853 -0.67435 0.74632 -0.563
C 1.08096 -0.03987 -0.66297 -0.104
H -1.83874 1.36575 0.53641 0.226
H -0.27089 1.22116 1.45532 0.193
H -0.43298 1.50559 -1.52275 0.232
H -1.84054 -1.05208 0.04505 0.227
H 0.50236 -2.19507 -0.45700 0.202
H 1.11545 -0.13056 1.53414 0.348
H 1.78486 -0.00990 -1.49865 0.218
```

Summary:
* frontier orbital gap: 0.35778 Eh
* energy above the lowest of the compared OMol25 structures with the same formula, charge and spin: 4.0849 eV
* calculated total energy: -6784.428 eV
* SMILES: C1[C@@H]2[C@H]1[C@@H]1N[C@H]21
* E_HOMO: -8.565 eV

***

Record 4
Density functional theory data (the ωB97M-V functional and the def2-TZVPD basis) for C3H3CdLiO2 as an isolated structure at a distorted geometry.

Geometry as XYZ:
```
10
Properties=species:S:1:pos:R:3:nbo_charge:R:1
O 0.28888 -0.45936 0.25864 -0.819
C -0.59827 -0.45945 1.14958 0.213
C -1.95772 0.04948 0.85116 -0.763
H -2.66742 -0.57921 1.41038 0.296
H -2.06670 1.04593 1.31041 0.303
H -2.14885 0.10233 -0.23156 0.248
O 2.47517 0.68813 2.50361 -0.738
C 3.35977 1.38542 2.36645 0.771
Cd 0.84802 -0.67742 2.60306 1.505
Li 0.46132 -0.30245 -1.56158 0.985
```

Summary:
* frontier orbital gap: 0.31261 Eh
* calculated total energy: -12004.845 eV
* E_HOMO: -18.349 eV
* charge: +2

***

Record 5
Density functional theory data (the ωB97M-V functional and the def2-TZVPD basis) for C24H23AgGeN2O2 as an isolated structure at a distorted geometry.

Geometry as XYZ:
```
53
Properties=species:S:1:pos:R:3:lowdin_spin:R:1
Ag -0.24355 -0.66721 0.30993 0.230
O 2.79752 -5.45286 4.80905 0.000
C 2.63954 -4.37989 5.69962 0.000
N 1.80108 -3.43997 4.98464 0.000
C 1.43159 -2.27358 5.55105 0.000
O 1.78873 -1.93389 6.66157 0.001
C 0.52204 -1.39215 4.73629 0.002
C -0.29762 -0.49473 5.41110 -0.001
C -1.12404 0.34206 4.68210 0.001
C -1.09461 0.27164 3.30160 0.005
N -0.29201 -0.57017 2.64443 0.056
C 0.50010 -1.38381 3.35141 0.002
H 3.34970 -6.12723 5.21306 0.000
H 3.58916 -3.89792 5.94942 0.000
H 2.14870 -4.68158 6.63098 0.000
H 1.38617 -3.80300 4.14310 0.000
H -0.26666 -0.46629 6.49237 0.000
H -1.77952 1.04866 5.17080 0.000
H -1.72389 0.91076 2.69488 0.002
H 1.16513 -2.02472 2.78468 0.000
C 0.44905 3.10920 0.17895 0.049
Ge -0.18916 1.58003 -0.89035 0.319
C -2.03401 1.91293 -1.49753 0.064
C -3.09507 1.09884 -1.10865 0.014
C -4.38072 1.35168 -1.56125 0.000
C -4.60970 2.42515 -2.40958 -0.001
C -3.55851 3.24116 -2.80344 0.004
C -2.27294 2.98749 -2.34835 0.012
C 0.99772 1.23704 -2.41824 0.080
C 2.11074 2.03254 -2.55909 0.036
C 2.96246 1.89202 -3.66903 0.004
C 2.71341 0.92430 -4.60151 0.032
C 1.59487 0.06599 -4.48331 0.003
C 1.32956 -0.94039 -5.44095 0.002
C 0.24486 -1.76094 -5.31679 -0.004
C -0.63103 -1.61004 -4.22433 0.003
C -0.39371 -0.64904 -3.28208 0.017
C 0.72091 0.21608 -3.37236 0.021
H 0.42981 4.01646 -0.42498 0.009
H 1.45816 2.95106 0.55683 0.000
H -0.22375 3.24687 1.02497 0.001
H -2.90805 0.25927 -0.44383 0.012
H -5.20140 0.71541 -1.25616 0.000
H -5.61149 2.62594 -2.76586 0.000
H -3.73924 4.07542 -3.46832 0.001
H -1.45259 3.62237 -2.66615 0.001
H 2.33136 2.79037 -1.81619 0.002
H 3.81525 2.54991 -3.76976 0.000
H 3.38116 0.79358 -5.44451 0.002
H 2.00471 -1.04449 -6.28169 0.000
H 0.05023 -2.52575 -6.05652 0.000
H -1.50056 -2.24976 -4.14703 0.000
H -1.08986 -0.52476 -2.45500 0.019
```

Summary:
* multiplicity: 2
* frontier orbital gap (spin up / spin down): 0.27278 / 0.19864 Eh
* calculated total energy: -92844.964 eV
* ⟨S²⟩: 0.757
* E_HOMO (spin up / spin down): -10.923 / -10.988 eV
* charge: +1

***

Record 6
Density functional theory data (the ωB97M-V functional and the def2-TZVPD basis) for a 2-piece molecular cluster, C3H3IO overall at a distorted geometry.

Geometry as XYZ:
```
8
Properties=species:S:1:pos:R:3:nbo_charge:R:1
C 1.32214 -1.92521 0.21115 -0.408
C 1.13814 -0.74060 0.02715 -0.181
C -0.65686 0.83869 -0.44590 0.145
O -0.29057 1.89493 0.24597 -0.655
I -2.45125 -0.30352 0.09106 0.170
H 1.88021 -2.77279 0.25910 0.211
H -0.74506 1.18860 -1.54146 0.215
H -0.19674 1.81990 1.15293 0.503
```

Summary:
* frontier orbital gap (spin up / spin down): 0.28973 / 0.28977 Eh
* energy above the lowest of the compared OMol25 structures with the same formula, charge and spin: 4.8964 eV
* calculated total energy: -13301.254 eV
* E_HOMO (spin up / spin down): -9.363 / -9.364 eV

***

Record 7
Density functional theory data (the ωB97M-V functional and the def2-TZVPD basis) for C3H4GaO as an isolated structure at a distorted geometry.

Geometry as XYZ:
```
9
Properties=species:S:1:pos:R:3:lowdin_spin:R:1
C -0.62078 -0.04030 0.17890 0.006
C 0.72697 0.59767 0.50195 0.006
C 0.53133 -0.86985 0.28687 0.010
H -1.41614 -0.04223 0.93318 0.003
H 0.91069 0.98116 1.51383 0.003
H 1.15952 1.20021 -0.30759 0.001
H 0.83853 -1.78769 0.78555 0.001
O -1.29813 0.26565 -1.20475 0.306
Ga -0.83199 -0.30464 -2.68793 0.666
```

Summary:
* multiplicity: 2
* frontier orbital gap (spin up / spin down): 0.28265 / 0.28778 Eh
* energy above the lowest of the compared OMol25 structures with the same formula, charge and spin: 2.4099 eV
* calculated total energy: -57572.855 eV
* ⟨S²⟩: 0.757
* E_HOMO (spin up / spin down): -21.274 / -21.845 eV
* charge: +2

***

Record 8
Density functional theory data (the ωB97M-V functional and the def2-TZVPD basis) for C22H25IrNO3P as an isolated structure.

Geometry as XYZ:
```
53
Properties=species:S:1:pos:R:3:mulliken_charge:R:1
Ir -0.91782 0.20582 -1.12586 1.074
O -2.04461 3.73259 0.16329 -0.525
C -1.20922 2.94160 -0.14646 0.411
O -1.33018 2.15276 -1.23566 -0.796
C 0.11513 2.69746 0.56361 -0.898
P 0.43037 0.91433 0.53476 1.321
C 2.17378 0.61569 0.70113 0.957
C 2.68024 0.30510 1.96922 -0.817
C 4.05130 0.19639 2.14213 -0.739
C 4.90731 0.38844 1.06631 -0.612
C 4.40220 0.70889 -0.18985 -0.728
C 3.03644 0.82608 -0.37327 -0.507
C -0.46727 0.11605 1.85637 0.028
C -0.30966 -1.26380 2.02906 -0.251
C -1.05465 -1.92669 2.98547 -0.922
C -1.95956 -1.21695 3.77102 -0.579
C -2.11291 0.15185 3.60634 -0.822
C -1.36990 0.82493 2.64649 -0.677
H 0.15080 3.08339 1.58286 0.617
H 0.89705 3.19126 -0.01929 0.455
H 2.02066 0.15679 2.81259 0.430
H 4.45139 -0.03494 3.11961 0.455
H 5.97613 0.30421 1.21023 0.439
H 5.07712 0.88169 -1.01739 0.497
H 2.63994 1.12374 -1.33585 0.800
H 0.43039 -1.80363 1.44587 0.656
H -0.92098 -2.98885 3.13845 0.470
H -2.53594 -1.73403 4.52629 0.462
H -2.80302 0.70063 4.23184 0.488
H -1.50429 1.89308 2.52687 0.332
N -0.90399 -1.87740 -1.54457 -0.163
C 0.34158 -1.41267 -2.05535 0.785
C 0.26164 -0.38474 -3.03813 -0.399
C 1.48707 0.12665 -3.56360 -0.576
C 2.67340 -0.38565 -3.14312 -0.966
C 2.72096 -1.40461 -2.15402 -0.309
C 1.58409 -1.90403 -1.59309 -0.498
H -0.85277 -2.59557 -0.82911 0.329
H -1.60557 -2.12861 -2.23761 0.360
H -0.64491 -0.21270 -3.61483 0.589
H 1.44882 0.85956 -4.35783 0.504
H 3.59706 -0.03272 -3.58171 0.443
H 3.68061 -1.79704 -1.84450 0.460
H 1.61656 -2.68969 -0.84939 0.431
C -4.84685 -0.24596 -1.65422 -1.100
C -4.03495 -0.47328 -0.40568 -0.298
O -2.88036 0.42980 -0.35349 -0.584
H -5.62381 -1.00644 -1.72853 0.396
H -4.22908 -0.30502 -2.55319 0.263
H -5.33840 0.72702 -1.63740 0.399
H -3.61857 -1.47712 -0.34561 0.298
H -4.60455 -0.29363 0.50466 0.283
H -3.12826 1.33998 -0.60589 0.331
```

Summary:
* frontier orbital gap: 0.27170 Eh
* energy above the lowest of the compared OMol25 structures with the same formula, charge and spin: 0.0000 eV
* calculated total energy: -42964.755 eV
* E_HOMO: -15.405 eV
* charge: +2

***

Record 9
Density functional theory data (the ωB97M-V functional and the def2-TZVPD basis) for a 8-piece molecular cluster, C17H35Cl14FN2O2S overall at a distorted geometry.

Geometry as XYZ:
```
72
Properties=species:S:1:pos:R:3:mulliken_charge:R:1
C 2.86244 0.60407 -0.81348 -1.184
C 2.46652 2.01982 -1.08848 0.985
C 3.40476 2.82010 -1.94620 -1.554
N 1.37355 2.52090 -0.60491 -0.446
N 0.50680 3.04918 -1.61019 -0.169
S -0.38970 1.85060 -2.30557 1.126
O 0.37920 1.25710 -3.34101 -0.558
O -1.68757 2.34079 -2.61639 -0.604
F -0.57092 0.79439 -1.18156 -0.068
H 3.50693 0.26535 -1.62064 0.365
H 1.98913 -0.04123 -0.77215 0.249
H 3.38578 0.50633 0.14136 0.320
H 4.36705 2.85473 -1.43748 0.396
H 3.53693 2.29409 -2.89519 0.481
H 3.00071 3.81081 -2.12163 0.369
H -0.15678 3.69807 -1.19596 0.302
Cl -4.44709 -2.67995 1.00476 -0.155
C -4.58558 -0.91560 0.76646 -0.363
C -3.28203 -0.30371 0.32747 -0.012
Cl -2.05242 -0.34604 1.61529 -0.199
H -4.93694 -0.47754 1.69678 0.039
H -5.34453 -0.75732 0.00174 0.389
H -3.43781 0.74271 0.06938 0.354
H -2.86962 -0.81346 -0.54096 -0.072
Cl 0.60433 -6.26076 1.06084 -0.222
C -1.09898 -5.75378 1.26460 0.130
C -1.28370 -4.84400 2.44941 -0.122
Cl -1.03747 -5.69650 3.99997 -0.216
H -1.70642 -6.64779 1.35056 0.117
H -1.38322 -5.22985 0.35246 -0.078
H -2.30181 -4.45801 2.45608 0.064
H -0.59658 -4.00236 2.41832 0.326
Cl -3.70443 -7.13934 0.15210 -0.118
C -3.59092 -8.90755 -0.05364 -0.558
C -4.19299 -9.36297 -1.35723 -0.401
Cl -5.96378 -9.16412 -1.38697 -0.189
H -4.07717 -9.37739 0.79719 0.381
H -2.53205 -9.16258 -0.02961 0.281
H -3.98827 -10.42229 -1.50188 0.332
H -3.78066 -8.81087 -2.19805 0.279
Cl 7.15282 4.58825 0.33328 -0.208
C 6.16668 6.07607 0.37832 -0.269
C 4.94715 5.92199 1.24710 -0.638
Cl 3.76516 4.78478 0.54562 -0.111
H 5.89921 6.32868 -0.64408 0.334
H 6.80245 6.86365 0.77282 0.191
H 4.44674 6.88356 1.34667 0.338
H 5.20692 5.56331 2.23954 0.357
Cl 7.74064 8.91208 -0.66095 -0.173
C 9.40522 8.50047 -1.15611 -0.408
C 9.84160 7.15311 -0.64002 -0.405
Cl 10.03693 7.13988 1.13107 -0.167
H 10.05892 9.29327 -0.80297 0.327
H 9.42078 8.49670 -2.24445 0.291
H 10.80840 6.89832 -1.07068 0.349
H 9.13101 6.37157 -0.89919 0.207
Cl -2.94967 -5.35013 -2.34718 -0.139
C -3.09572 -3.59279 -2.59775 -0.023
C -1.79905 -2.96888 -3.04176 -0.477
Cl -0.56707 -3.00456 -1.75102 -0.163
H -3.45166 -3.15867 -1.66590 -0.309
H -3.85719 -3.43985 -3.36111 0.431
H -1.96197 -1.92300 -3.29951 0.234
H -1.38823 -3.47704 -3.90999 0.426
Cl -5.29522 1.56416 3.76132 -0.165
C -6.75300 1.04425 4.64672 -0.503
C -7.85647 0.60355 3.72031 -0.366
Cl -8.53470 1.96063 2.78493 -0.183
H -7.06957 1.86904 5.27939 0.382
H -6.45824 0.21173 5.28325 0.281
H -8.67194 0.17740 4.30182 0.318
H -7.50561 -0.14559 3.01497 0.244
```

Summary:
* frontier orbital gap: 0.32948 Eh
* calculated total energy: -214137.826 eV
* SMILES: CC(C)=NNS(=O)(=O)F.ClCCCl.ClCCCl.ClCCCl.ClCCCl.ClCCCl.ClCCCl.ClCCCl
* E_HOMO: -8.781 eV

***

Record 10
Density functional theory data (the ωB97M-V functional and the def2-TZVPD basis) for one molecule with the formula C5H8.

Geometry as XYZ:
```
13
Properties=species:S:1:pos:R:3:nbo_charge:R:1
C 1.16606 -1.12841 0.08519 -0.598
C -0.35280 -0.98169 0.23203 -0.442
C -0.76794 0.40499 0.64262 -0.157
C -0.67256 1.48127 -0.22117 -0.395
C -0.33149 2.06260 -1.34453 -0.235
H 1.54421 -0.39302 -0.63293 0.220
H 1.67070 -0.96302 1.04327 0.204
H 1.42844 -2.12934 -0.27234 0.213
H -0.82649 -1.20023 -0.73520 0.218
H -0.73055 -1.70492 0.96407 0.213
H -1.04109 0.58112 1.68172 0.213
H -0.02455 1.79946 0.70690 0.363
H -1.06194 2.17119 -2.14961 0.183
```

Summary:
* frontier orbital gap: 0.29644 Eh
* energy above the lowest of the compared OMol25 structures with the same formula, charge and spin: 4.8399 eV
* calculated total energy: -5309.327 eV
* E_HOMO: -7.896 eV

***

Record 11
Density functional theory data (the ωB97M-V functional and the def2-TZVPD basis) for one molecule with the formula C4H8N2O at a distorted geometry.

Geometry as XYZ:
```
15
Properties=species:S:1:pos:R:3:nbo_charge:R:1
C -1.79113 -0.28104 -0.58196 -0.690
N 1.27108 -0.90295 -0.64803 -0.607
C -0.70735 0.05906 0.40172 0.406
C 0.50338 -0.67382 0.53040 -0.176
C 1.66230 0.39868 -0.22480 0.326
O -1.13996 0.58321 1.58450 -0.647
N 2.55864 1.00687 0.48007 -0.840
H -2.01427 0.98474 1.47764 0.481
H 0.73115 -0.91620 -1.50957 0.365
H 3.52870 0.81318 0.21171 0.374
H 0.86666 -1.05563 1.47583 0.255
H 0.79398 1.10428 -0.72666 0.056
H -2.34334 0.61576 -0.87439 0.219
H -2.51563 -0.96407 -0.12192 0.247
H -1.40422 -0.77208 -1.47454 0.231
```

Summary:
* frontier orbital gap (spin up / spin down): 0.26701 / 0.26688 Eh
* energy above the lowest of the compared OMol25 structures with the same formula, charge and spin: 6.0731 eV
* calculated total energy: -9300.320 eV
* E_HOMO (spin up / spin down): -7.277 / -7.275 eV

***

Record 12
Density functional theory data (the ωB97M-V functional and the def2-TZVPD basis) for one molecule with the formula C2H2O3 at a distorted geometry.

Geometry as XYZ:
```
7
Properties=species:S:1:pos:R:3:nbo_charge:R:1
O 0.90468 -0.71053 -0.61699 -0.660
C 0.50806 0.28867 0.38000 0.451
C -0.60028 1.02686 0.43336 -0.098
O -0.03188 1.78192 1.47473 -0.189
O 1.14011 1.00581 1.37469 -0.210
H 1.68601 -1.14990 -0.24226 0.486
H -1.56709 1.13382 -0.00417 0.219
```

Summary:
* frontier orbital gap: 0.35028 Eh
* energy above the lowest of the compared OMol25 structures with the same formula, charge and spin: 5.2382 eV
* calculated total energy: -8243.359 eV
* SMILES: Oc1coo1
* E_HOMO: -9.018 eV